1.
DFT (wB97M-V/def2-TZVPD) results for the molecule C6H10O in a non-equilibrium geometry.

```
17
Properties=species:S:1:pos:R:3:nbo_charge:R:1
O 0.037 1.991 -1.268 -0.697
C -0.209 0.639 0.652 -0.315
C -0.737 1.520 -0.239 0.322
C -2.213 1.644 -0.419 -0.672
C 1.379 -1.303 0.846 -0.196
C 1.022 -0.050 0.394 -0.217
C 1.317 -2.564 0.019 -0.650
H 0.780 2.499 -0.928 0.489
H -2.681 1.809 0.551 0.229
H 0.268 -2.656 -0.268 0.221
H 1.864 -2.534 -0.930 0.213
H -2.579 0.684 -0.798 0.223
H -0.764 0.442 1.563 0.213
H -2.574 2.344 -1.167 0.231
H 1.881 -1.512 1.789 0.202
H 1.574 0.473 -0.395 0.188
H 1.635 -3.427 0.596 0.214
```

Energy above the lowest of the compared OMol25 structures with the same formula, charge and spin   362.17 kJ/mol
SMILES string   C/C=C/C=C(/C)O
Calculated total energy   -8427.4867 eV
E_LUMO   0.015 eV

=====

2.
DFT (wB97M-V/def2-TZVPD) results for a structure of composition C35H31AsLiNO2S2.

```
73
Properties=species:S:1:pos:R:3:mulliken_charge:R:1
As -2.743 1.473 -0.227 1.731
S -0.562 -4.209 1.868 -0.255
S 1.609 1.847 -1.433 1.213
O -1.307 1.440 0.594 -0.584
O 1.075 2.947 -0.584 -0.699
N 0.899 -1.586 -0.724 0.274
C -6.491 0.644 1.435 -0.719
C 4.491 1.285 1.304 -0.762
C -2.062 3.672 -1.910 0.071
C -4.036 4.034 -0.572 -0.490
C 0.927 -2.645 0.113 0.255
C -2.811 -0.515 -3.924 -0.715
C 5.263 0.193 -0.678 -0.796
C -0.728 -1.576 1.692 -1.304
C -2.604 -1.834 -3.541 -0.526
C -2.896 0.482 -2.962 -0.362
C 3.350 1.709 0.636 -0.471
C 1.712 -1.601 -1.778 -0.658
C -2.492 -2.165 -2.198 -0.720
C -2.772 0.149 -1.617 0.323
C 1.844 -3.688 -0.078 -0.780
C 6.650 -0.009 1.415 -1.491
C -2.141 4.972 -2.379 -0.810
C -3.016 3.199 -1.013 0.197
C 5.452 0.509 0.666 0.843
C -3.165 5.805 -1.943 -0.467
C -4.189 1.120 0.968 -0.127
C -5.492 0.933 0.520 -0.112
C 2.268 2.679 -2.884 -1.210
C -1.687 -2.057 2.652 -0.375
C -2.578 -1.176 -1.230 -0.276
C 4.133 0.612 -1.359 -0.549
C 3.174 1.365 -0.694 0.304
C -4.881 0.727 3.228 -0.602
C -4.111 5.337 -1.044 -0.667
C 2.616 -2.606 -2.058 -0.831
C -1.714 -3.409 2.840 -0.516
C -6.183 0.543 2.787 -0.379
C 2.694 -3.665 -1.162 -0.585
C -0.062 -2.664 1.193 0.992
C -3.873 1.014 2.317 -0.658
Li -0.235 -0.006 0.465 0.920
H 3.414 -4.461 -1.309 0.409
H -2.843 1.140 2.628 0.541
H 3.238 -2.560 -2.941 0.447
H 2.849 1.994 -3.501 0.361
H -1.243 3.032 -2.214 0.101
H -7.507 0.489 1.096 0.398
H -2.470 -1.435 -0.181 0.381
H -5.726 1.007 -0.537 0.436
H 4.630 1.558 2.344 0.360
H 6.916 0.652 2.240 0.377
H 2.599 2.316 1.125 0.512
H 1.875 -4.500 0.636 0.435
H 7.514 -0.110 0.759 0.381
H 4.017 0.352 -2.404 0.261
H -2.534 -2.608 -4.295 0.397
H -2.362 -1.411 3.203 0.356
H -4.768 3.670 0.138 0.368
H -2.354 -3.982 3.495 0.424
H 1.614 -0.755 -2.452 0.751
H -2.904 -0.261 -4.972 0.432
H -4.646 0.639 4.281 0.425
H -1.396 5.345 -3.069 0.388
H 6.436 -0.993 1.836 0.284
H -4.903 5.990 -0.700 0.400
H -6.965 0.311 3.499 0.387
H 2.879 3.505 -2.525 0.396
H 1.412 3.050 -3.446 0.352
H -3.067 1.509 -3.259 0.445
H 6.008 -0.400 -1.196 0.338
H -2.331 -3.193 -1.897 0.439
H -3.217 6.826 -2.298 0.387
```

Energy above the lowest of the compared OMol25 structures with the same formula, charge and spin   55.76 kJ/mol
Calculated total energy   -125096.2461 eV
E_LUMO   0.359 eV

=====

3.
DFT (wB97M-V/def2-TZVPD) results for a structure of composition C38H26BF2N3O2PTi in a non-equilibrium geometry.

```
74
Properties=species:S:1:pos:R:3:mulliken_spin:R:1
Ti 0.040 -0.108 -0.004 0.982
P 0.363 0.555 2.528 0.033
F 0.329 2.870 -1.754 0.000
F -0.072 0.547 -1.918 0.004
O 2.934 -6.237 -1.469 0.001
O 0.778 -6.894 -1.387 0.002
N 2.197 0.021 -0.210 -0.030
N -1.781 -1.309 0.514 -0.064
N 0.565 -2.092 -0.246 -0.009
C -0.042 -4.338 -0.709 -0.013
C -1.630 3.941 3.684 -0.007
C 1.845 -2.355 -0.563 0.041
C -0.833 -1.817 6.295 0.000
C 0.624 -0.238 5.217 -0.002
C -0.364 -3.050 -0.324 0.045
C 2.058 1.128 2.884 0.003
C -0.661 2.050 2.565 -0.077
C -2.820 3.911 0.117 -0.001
C 1.711 -6.083 -1.357 0.003
C -4.059 -2.881 0.426 0.015
C 3.069 0.169 2.985 0.013
C -0.848 2.801 3.722 0.006
C 4.383 0.544 3.190 0.003
C -2.241 4.305 2.490 0.004
C -1.137 -1.284 3.974 0.012
C 4.856 -0.077 -0.895 0.000
C 1.287 -4.648 -0.974 0.017
C -2.834 3.125 -0.958 -0.004
C 2.243 -3.632 -0.893 -0.009
C -1.115 1.554 0.144 -0.110
C -1.269 2.408 1.355 0.029
C 3.720 2.851 3.180 0.001
C -2.088 3.553 1.333 -0.003
C -4.113 -1.582 0.917 -0.005
C 2.761 -1.154 -0.543 -0.002
C -0.066 -0.396 4.020 0.011
C -1.524 -1.988 5.102 0.002
C -2.850 -3.392 -0.013 -0.004
C 2.918 1.141 -0.240 0.011
C 0.242 -0.945 6.347 0.001
C 2.396 2.473 2.986 -0.006
C 4.262 1.134 -0.574 0.004
C -2.958 -0.822 0.926 0.038
C -1.729 -2.574 0.069 0.014
C 4.101 -1.241 -0.892 0.002
C 4.713 1.892 3.284 -0.001
C -2.045 1.892 -1.080 -0.015
B -0.517 1.893 -1.324 0.076
H 5.150 -0.211 3.272 0.000
H -0.755 -5.143 -0.799 -0.001
H 1.471 0.436 5.274 0.000
H 3.968 3.901 3.256 0.000
H -3.475 3.396 -1.790 0.000
H -4.950 -3.491 0.379 0.001
H 4.539 -2.188 -1.162 0.000
H 3.261 -3.916 -1.115 -0.001
H 2.830 -0.887 2.905 -0.005
H -2.944 0.210 1.257 0.003
H 4.810 2.062 -0.583 0.000
H -5.034 -1.145 1.269 0.000
H -2.355 -2.676 5.045 0.000
H -0.381 2.498 4.650 0.000
H -1.773 4.534 4.574 -0.001
H -1.673 -1.446 3.051 0.000
H -1.128 -2.370 7.176 0.000
H -2.869 5.186 2.457 0.000
H 5.740 2.189 3.443 0.000
H -2.578 1.044 -1.525 0.001
H -2.768 -4.394 -0.402 0.000
H 1.632 3.233 2.902 0.000
H 5.902 -0.120 -1.163 0.000
H 0.790 -0.812 7.270 0.000
H 2.387 2.055 0.003 -0.008
H -3.417 4.812 0.143 0.000
```

Multiplicity   2
Energy above the lowest of the compared OMol25 structures with the same formula, charge and spin   22.25 kJ/mol
Calculated total energy   -86913.5264 eV
E_LUMO (spin up / spin down)   -1.139 / -1.220 eV

=====

4.
DFT (wB97M-V/def2-TZVPD) results for a cluster of 6 separate species, C14H25BCl10F2NO4 in total in a non-equilibrium geometry.

```
57
Properties=species:S:1:pos:R:3:nbo_charge:R:1
Cl -0.768 -5.590 3.549 -0.091
Cl 0.604 -2.475 3.154 -0.055
Cl -4.056 -5.248 0.201 -0.078
Cl -2.818 -2.103 -0.232 -0.032
Cl -6.689 -6.418 -2.357 -0.058
Cl 7.000 5.027 -0.616 -0.059
Cl -5.680 -3.827 -4.280 -0.062
Cl 5.832 1.784 -1.975 -0.087
Cl 3.920 3.095 -4.485 -0.094
Cl 3.955 5.030 0.868 -0.024
F 0.976 2.867 -0.712 -0.356
F -1.471 0.074 1.165 -0.352
O -0.948 3.874 -0.453 -0.536
O -0.394 0.350 -0.727 -0.590
O 1.272 3.332 2.138 -0.734
O 0.323 1.574 3.282 -0.720
N -0.481 2.040 0.883 -0.736
C -0.719 0.816 0.311 0.999
C -0.235 3.006 -0.109 1.018
C 1.459 1.950 4.037 -0.089
C -1.610 -4.079 3.081 -0.378
C -6.076 -6.517 -4.026 -0.386
C 4.136 2.338 -1.858 -0.386
C 3.356 2.083 -3.116 -0.376
C -5.012 -5.481 -4.288 -0.388
C 2.172 3.046 3.188 -0.094
C -0.757 -3.171 2.239 -0.394
C -4.159 -2.854 -1.126 -0.397
C 6.069 6.445 -0.056 -0.384
C -4.976 -3.787 -0.271 -0.383
C 5.285 6.156 1.201 -0.401
B 0.734 1.990 1.938 0.736
H -5.847 -4.128 -0.828 0.227
H 1.133 2.341 5.009 0.157
H -6.921 -6.397 -4.699 0.222
H 6.789 7.241 0.127 0.210
H 3.674 1.793 -1.036 0.247
H -1.371 -2.344 1.891 0.244
H -5.655 -7.513 -4.154 0.223
H 5.405 6.745 -0.863 0.222
H 3.106 2.642 2.766 0.155
H -4.796 -2.049 -1.487 0.225
H -5.299 -3.299 0.645 0.222
H -3.738 -3.373 -1.984 0.215
H -2.488 -4.377 2.510 0.227
H -1.923 -3.586 3.997 0.219
H 2.312 2.331 -2.943 0.244
H 4.841 7.079 1.573 0.217
H 3.430 1.045 -3.430 0.217
H -4.575 -5.645 -5.271 0.224
H 1.618 1.214 1.510 -0.168
H 5.915 5.727 1.975 0.219
H 2.434 3.963 3.727 0.164
H -0.348 -3.693 1.378 0.220
H -4.227 -5.526 -3.536 0.229
H 2.126 1.088 4.182 0.152
H 4.162 3.393 -1.609 0.231
```

Net charge   -1
Calculated total energy   -155945.0625 eV
E_LUMO   1.821 eV

=====

5.
DFT (wB97M-V/def2-TZVPD) results for a structure of composition C43H44MnN7O2PS in a non-equilibrium geometry.

```
99
Properties=species:S:1:pos:R:3:mulliken_spin:R:1
Mn -0.067 -0.269 1.563 2.136
S 7.096 -1.721 1.724 -0.001
P -1.283 1.358 -1.884 0.266
O -2.048 1.686 1.645 0.710
O -1.080 1.147 0.956 0.273
N -1.515 -1.075 2.214 -0.115
N 1.067 -1.756 2.146 -0.038
N -0.104 0.658 3.465 -0.038
N 1.558 0.586 1.014 -0.038
N 5.850 -2.645 2.137 -0.001
N -0.528 -1.292 -0.186 0.049
N 6.312 -0.404 1.250 0.000
C -1.092 4.085 -1.642 0.046
C 1.404 -2.156 -4.268 -0.039
C -1.900 1.178 5.008 -0.018
C -3.126 -2.770 1.927 -0.019
C 1.768 1.810 0.542 0.051
C -1.032 -2.338 -2.424 0.279
C 4.754 -1.945 1.913 0.001
C 2.432 -0.906 -1.656 0.041
C -1.249 3.282 -4.015 0.032
C 4.144 1.550 0.575 -0.005
C 3.950 0.265 1.081 0.000
C -3.568 -0.128 -1.439 0.024
C 0.679 1.509 4.161 0.014
C -1.957 -2.126 1.529 0.045
C 2.637 -0.181 1.301 0.054
C 1.524 -2.710 -3.036 0.331
C -1.372 0.485 3.937 -0.042
C 1.309 -1.948 -1.756 0.040
C -3.913 2.275 -1.940 0.022
C -3.340 -1.139 3.692 -0.019
C -0.273 -0.044 -2.446 0.410
C -3.264 0.658 -3.793 0.037
C 3.080 -3.621 2.712 0.009
C -3.822 -2.250 3.009 0.001
C 0.900 2.921 -2.755 0.010
C -1.516 -3.458 -1.843 -0.040
C 3.404 -2.379 2.167 -0.009
C -1.539 -3.508 -0.448 0.266
C 0.195 2.237 5.246 -0.003
C -1.111 2.102 5.664 0.004
C 3.037 2.325 0.306 0.000
C 2.367 -1.479 1.874 -0.042
C 5.022 -0.643 1.397 0.001
C 0.198 0.039 -3.738 -0.016
C -0.174 -1.350 -1.649 -0.142
C -3.102 1.034 -2.320 0.223
C 0.895 -0.875 -4.560 0.356
C 1.756 -3.891 2.983 -0.009
C 2.129 1.709 3.843 0.003
C -2.140 -0.577 3.279 0.023
C 0.791 -2.934 2.703 0.024
C -1.237 -2.335 0.272 -0.179
C -0.642 2.986 -2.640 0.114
H -3.891 -0.736 4.529 0.001
H -4.636 -0.288 -1.603 -0.004
H 1.347 3.806 -2.303 -0.001
H 0.879 2.397 0.357 -0.055
H -1.989 -4.240 -2.424 0.006
H 2.597 0.798 3.494 0.000
H -2.027 4.545 -1.961 0.002
H 2.254 2.488 3.091 -0.001
H -0.240 -3.139 2.949 0.006
H -4.748 -2.712 3.321 -0.001
H 3.343 -1.392 -1.303 0.009
H -4.972 2.063 -2.106 0.000
H -2.922 1.007 5.312 0.000
H -3.508 -3.625 1.388 -0.001
H 5.150 1.911 0.406 0.000
H 1.034 -0.542 -5.582 -0.019
H 0.868 2.907 5.763 0.000
H 1.741 -2.739 -5.117 0.011
H 1.209 2.917 -3.800 0.000
H 1.455 -4.830 3.425 0.000
H -2.327 3.410 -3.964 0.001
H 3.867 -4.334 2.923 -0.001
H -3.047 -1.054 -1.680 -0.005
H 2.644 -0.468 -2.628 0.004
H 1.338 2.045 -2.280 0.006
H -1.938 -4.367 0.072 0.010
H 1.910 -3.719 -2.956 -0.018
H 2.169 -0.102 -0.982 -0.002
H 2.656 2.033 4.737 0.000
H 3.151 3.329 -0.080 0.000
H -0.023 0.971 -4.243 0.015
H -3.775 2.520 -0.887 0.001
H -4.247 0.202 -3.931 0.004
H -1.190 -2.145 -3.473 -0.010
H -3.214 1.520 -4.453 0.001
H -3.659 3.148 -2.538 -0.002
H -1.024 2.513 -4.753 -0.006
H -0.348 4.879 -1.582 0.001
H 1.378 -2.649 -0.921 -0.025
H -1.259 3.705 -0.632 -0.024
H -3.428 0.109 -0.384 0.002
H -2.516 -0.069 -4.115 0.004
H -1.495 2.672 6.498 0.000
H -0.829 4.224 -4.378 0.005
```

Multiplicity   6
Net charge   +2
Calculated total energy   -111257.1845 eV
E_LUMO (spin up / spin down)   -5.872 / -7.116 eV

=====

6.
DFT (wB97M-V/def2-TZVPD) results for a structure of composition C40H36ClN3O3PS3SbTi in a non-equilibrium geometry.

```
89
Properties=species:S:1:pos:R:3:mulliken_spin:R:1
Sb 4.002 -1.236 1.133 -0.001
Ti 0.894 -0.883 0.663 1.064
Cl -1.626 -2.140 1.863 0.004
S 2.676 0.803 1.424 -0.026
S 5.556 -1.355 2.838 0.004
S 2.156 -2.704 1.779 0.012
P 0.447 -0.413 3.178 -0.002
O 3.328 -0.151 -2.324 0.003
O 0.277 1.402 -5.311 0.000
O -2.971 -1.854 -2.780 0.001
N -0.447 0.959 -2.886 0.007
N -1.437 -0.364 -1.178 -0.019
N 0.727 0.450 -0.941 -0.013
C -1.881 2.775 2.132 0.018
C -0.859 1.842 2.243 0.002
C -1.668 -3.880 -2.342 0.002
C -3.006 2.673 2.940 0.002
C 2.277 2.069 5.894 0.000
C 2.883 1.101 -2.057 0.005
C -1.936 -2.533 -2.172 0.008
C -2.838 1.370 -3.468 0.001
C 2.771 -0.358 4.647 -0.003
C 2.243 3.777 -1.576 0.000
C -1.066 1.553 -5.083 0.000
C -0.578 -4.431 -1.670 -0.005
C -3.752 1.726 -4.451 0.000
C 1.378 2.765 -1.213 0.011
C 1.574 0.317 4.404 0.006
C -3.332 1.993 -5.741 0.001
C 0.153 -2.218 5.396 -0.001
C -1.218 -4.192 5.255 0.000
C -1.155 -2.638 3.456 0.011
C 0.223 -3.656 -0.847 0.002
C -2.072 0.714 3.981 0.006
C 2.411 -1.136 -2.785 0.025
C 1.685 1.417 -1.413 0.013
C 3.469 1.399 6.125 -0.001
C 1.332 1.536 5.027 -0.004
C 3.753 2.129 -2.424 -0.002
C 0.953 2.400 -6.067 0.000
C -0.384 0.425 -1.635 -0.075
C -0.943 0.803 3.172 -0.083
C -3.099 1.641 3.862 -0.001
C -1.643 -3.813 3.989 -0.003
C -0.031 -2.292 -0.645 0.060
C -3.625 -2.500 -3.849 0.000
C -1.125 -1.783 -1.322 -0.019
C 3.452 3.453 -2.178 0.001
C -0.259 -1.812 4.132 -0.007
C 3.718 0.185 5.497 0.002
C -1.486 1.263 -3.771 0.002
C -0.325 -3.395 5.954 -0.001
C -1.980 1.908 -6.055 0.000
H 0.011 -3.700 6.937 0.000
H 0.359 2.755 -6.909 0.000
H -2.283 -4.495 -2.984 0.000
H 1.211 3.246 -5.425 0.000
H -2.326 -4.429 3.421 0.000
H 4.684 1.838 -2.893 0.000
H 1.689 -0.701 -3.485 0.000
H -4.195 -3.369 -3.509 0.000
H -4.044 2.281 -6.502 0.000
H 0.862 -1.608 5.940 -0.001
H -2.291 -0.174 -1.677 -0.001
H -4.800 1.803 -4.195 0.000
H -3.975 1.555 4.493 0.000
H 3.010 -1.881 -3.304 0.002
H 1.881 -1.624 -1.968 -0.007
H 1.865 1.943 -6.443 0.000
H -4.307 -1.769 -4.279 0.000
H 4.215 1.834 6.779 0.000
H 1.058 -4.115 -0.330 0.002
H -2.909 -2.820 -4.611 0.000
H -1.802 3.582 1.414 0.000
H 0.031 1.928 1.626 0.002
H -3.193 1.218 -2.460 -0.001
H 0.416 2.078 4.833 -0.002
H 4.664 -0.325 5.618 0.000
H -1.578 -5.118 5.683 0.000
H 0.444 2.998 -0.715 -0.002
H 0.453 1.262 -3.240 -0.001
H -1.648 2.103 -7.066 0.000
H 2.986 -1.288 4.132 0.001
H 4.159 4.228 -2.448 0.000
H 2.087 3.020 6.379 0.000
H 1.985 4.807 -1.364 0.000
H -3.804 3.400 2.856 0.000
H -2.151 -0.090 4.703 0.000
H -0.359 -5.485 -1.804 0.000
```

Multiplicity   2
Energy above the lowest of the compared OMol25 structures with the same formula, charge and spin   209.76 kJ/mol
Net charge   -1
Calculated total energy   -136649.8445 eV
E_LUMO (spin up / spin down)   1.918 / 1.918 eV

=====

7.
DFT (wB97M-V/def2-TZVPD) results for the molecule C9H12O4Si in a non-equilibrium geometry.

```
26
Properties=species:S:1:pos:R:3:nbo_charge:R:1
Si 2.218 -0.564 1.066 2.067
O 2.339 -2.226 1.197 -1.082
O 0.689 0.053 0.569 -0.822
O 0.624 -1.448 -1.160 -0.620
O -1.614 0.901 1.273 -0.676
C -1.775 -0.518 -2.073 -0.107
C -1.230 -0.184 -0.858 -0.265
C 0.068 -0.600 -0.481 0.797
C 3.451 0.163 -0.111 -1.180
C -3.425 0.793 -0.302 -0.298
C -3.032 -0.111 -2.461 -0.250
C -2.115 0.428 0.028 0.380
C -3.903 0.579 -1.592 -0.144
C 2.581 0.365 2.708 -1.133
H -4.827 0.994 -1.908 0.220
H -4.031 1.426 0.346 0.214
H 1.880 -2.596 0.384 0.513
H 3.212 1.239 -0.132 0.240
H -1.095 -1.030 -2.746 0.237
H -2.275 1.480 1.739 0.483
H -3.239 -0.265 -3.430 0.209
H 2.079 1.303 2.472 0.239
H 3.323 -0.350 -1.109 0.246
H 1.982 -0.310 3.360 0.239
H 3.642 0.547 2.977 0.250
H 4.473 -0.066 0.244 0.243
```

SMILES string   C[Si](C)(O)OC(=O)c1ccccc1O
Calculated total energy   -25597.8474 eV
E_LUMO   0.093 eV